No. 1
{
  "formula": "C20H29N4OSSi2V",
  "method": "ωB97M-V with the def2-TZVPD basis set",
  "charge": 1,
  "s2": 0.7746,
  "e_lumo_ev": [-4.256, -3.709],
  "molar_mass_g_mol": 480.66,
  "spin_multiplicity": 2,
  "homo_ev": [-11.53, -11.59],
  "orbital_gap_ev": [7.28, 7.88],
  "energy_ev": -81494.6585,
  "symbols": ["V", "N", "C", "S", "N", "N", "C", "C", "C", "C", "C", "C", "C", "O", "H", "H", "H", "H", "H", "H", "H", "C", "Si", "C", "C", "C", "C", "C", "C", "C", "C", "N", "Si", "C", "C", "C", "H", "H", "H", "H", "H", "H", "H", "H", "H", "H", "H", "H", "H", "H", "H", "H", "H", "H", "H", "H", "H", "H"],
  "coordinates": [[0.5298, 1.1737, 0.3121], [2.6852, 0.7609, 4.0227], [2.3628, 0.8661, 2.7195], [1.1694, 2.1105, 2.3139], [2.9117, 0.0827, 1.8532], [2.4553, 0.3645, 0.5659], [3.3450, 0.2166, -0.3508], [3.1803, 0.5887, -1.7369], [4.2460, 0.4258, -2.6278], [4.1353, 0.8531, -3.9360], [2.9614, 1.4569, -4.3731], [1.8848, 1.6285, -3.5159], [2.0116, 1.1910, -2.2100], [0.9550, 1.2972, -1.3649], [2.4038, 1.4718, 4.6731], [3.4422, 0.1476, 4.2779], [4.3145, -0.1620, -0.0382], [5.1637, -0.0328, -2.2798], [4.9643, 0.7243, -4.6179], [2.8831, 1.7993, -5.3965], [0.9622, 2.0883, -3.8412], [-1.0224, -0.2106, 3.5676], [-1.0074, -1.2903, 2.0320], [-2.5912, -2.2907, 2.1400], [0.4567, -2.4504, 2.0124], [-0.9769, -0.2205, 0.4358], [-1.9613, 0.8970, 0.4778], [-3.3534, 0.8860, 0.4562], [-4.0181, 2.0977, 0.4966], [-3.3071, 3.2981, 0.5521], [-1.9338, 3.2489, 0.5574], [-1.2980, 2.0697, 0.5164], [-1.0493, -1.1865, -1.2278], [-1.4582, 0.0259, -2.6121], [-2.3983, -2.4844, -1.2621], [0.5834, -2.0509, -1.5387], [-1.6021, -0.7271, 4.3370], [-1.4838, 0.7662, 3.4114], [-0.0211, -0.0417, 3.9677], [-2.5719, -2.8115, 3.1024], [-2.7067, -3.0415, 1.3650], [-3.4843, -1.6618, 2.1474], [0.5891, -2.8768, 3.0107], [1.3948, -1.9613, 1.7409], [0.2914, -3.2819, 1.3234], [-3.8868, -0.0522, 0.4087], [-5.1003, 2.1200, 0.4840], [-3.8162, 4.2498, 0.5865], [-1.3164, 4.1363, 0.5960], [-1.6812, 1.0406, -2.2754], [-2.3336, -0.3362, -3.1557], [-0.6340, 0.0918, -3.3259], [-3.3794, -2.0870, -0.9920], [-2.1935, -3.3537, -0.6411], [-2.4689, -2.8361, -2.2966], [1.4479, -1.4499, -1.2573], [0.6775, -2.2866, -2.6020], [0.6474, -2.9907, -0.9878]],
  "atomic_forces_ev_per_a": [[-0.0706, -0.0752, 0.1644], [0.0164, -0.0656, -0.0216], [0.0832, 0.1013, 0.0739], [-0.1193, -0.0822, -0.1098], [-0.0139, 0.0515, -0.0752], [-0.1159, -0.0060, 0.0890], [-0.0391, 0.0077, -0.0447], [0.0808, 0.0194, -0.0749], [-0.0025, 0.0107, -0.0201], [0.0878, -0.0396, 0.0132], [-0.1112, 0.0564, -0.0385], [0.1779, -0.0776, -0.0751], [-0.3349, -0.1308, 0.1212], [0.2673, 0.2968, -0.0405], [-0.0310, 0.0017, -0.0159], [-0.0060, -0.0003, 0.0039], [0.0054, -0.0120, 0.0254], [-0.0235, 0.0048, 0.0140], [-0.0131, 0.0036, 0.0049], [-0.0013, -0.0047, 0.0067], [0.0010, 0.0054, 0.0105], [0.0954, -0.0155, 0.0302], [-0.0633, -0.0571, 0.0262], [0.0095, 0.0656, 0.0548], [0.0094, -0.0073, -0.0045], [0.1242, 0.0998, 0.0327], [0.0595, -0.0819, -0.0298], [0.0038, 0.0289, 0.0207], [-0.0009, -0.0041, -0.0030], [0.0112, 0.0026, 0.0018], [-0.0071, -0.0551, 0.0171], [0.0693, 0.0142, -0.0391], [0.0055, -0.0726, -0.0379], [-0.0120, 0.0116, -0.0150], [-0.0334, 0.0482, -0.0562], [0.0054, 0.0093, 0.0389], [0.0229, 0.0017, -0.0057], [-0.0252, -0.0044, -0.0281], [-0.0482, -0.0015, -0.0191], [0.0105, 0.0076, -0.0238], [-0.0061, -0.0332, -0.0476], [0.0137, 0.0175, -0.0049], [-0.0200, -0.0048, -0.0243], [-0.0520, -0.0112, 0.0222], [0.0060, 0.0216, 0.0124], [-0.0123, -0.0061, 0.0077], [0.0065, -0.0147, 0.0015], [-0.0026, -0.0028, -0.0004], [-0.0092, 0.0146, -0.0059], [0.0127, -0.0267, 0.0116], [0.0170, 0.0221, -0.0087], [-0.0223, -0.0073, 0.0203], [0.0157, -0.0219, 0.0104], [0.0380, -0.0159, 0.0351], [-0.0044, 0.0111, 0.0237], [-0.0111, -0.0144, -0.0355], [-0.0275, 0.0000, 0.0143], [-0.0165, 0.0167, -0.0024]]
}

No. 2
{
  "formula": "C20H30BN7OS6Tl",
  "method": "ωB97M-V with the def2-TZVPD basis set",
  "charge": 1,
  "e_lumo_ev": -3.983,
  "molar_mass_g_mol": 792.11,
  "homo_ev": -10.43,
  "orbital_gap_ev": 6.45,
  "energy_ev": -104083.9777,
  "symbols": ["Tl", "C", "C", "S", "C", "C", "S", "C", "C", "S", "C", "C", "S", "H", "H", "H", "H", "H", "H", "H", "H", "H", "H", "H", "H", "H", "H", "H", "H", "C", "N", "C", "C", "N", "B", "N", "C", "C", "N", "C", "C", "S", "C", "S", "H", "H", "H", "H", "H", "H", "H", "H", "H", "H", "H", "H", "N", "C", "O", "C", "C", "N", "C", "N", "H", "H"],
  "coordinates": [[0.5002, 0.0594, -0.3335], [-0.2131, 3.9203, 1.6149], [1.1971, 3.5380, 1.1854], [1.1833, 2.7058, -0.4238], [2.9594, 2.7143, -0.7782], [3.8668, 2.0680, 0.2629], [3.5559, 0.2891, 0.3473], [3.7295, -0.1078, 2.1047], [2.7861, 0.5844, 3.0784], [1.0359, 0.2398, 2.7434], [0.2826, 1.5189, 3.7923], [-1.1272, 1.8942, 3.3540], [-1.3450, 2.5137, 1.6675], [-0.6446, 4.6189, 0.8975], [-0.1870, 4.4233, 2.5831], [1.6647, 2.8807, 1.9137], [1.8147, 4.4322, 1.0689], [3.2422, 3.7587, -0.9187], [3.0439, 2.2102, -1.7406], [3.7307, 2.5181, 1.2448], [4.9028, 2.2335, -0.0326], [4.7575, 0.0903, 2.4098], [3.5864, -1.1892, 2.1315], [2.9356, 1.6658, 3.0620], [3.0224, 0.2436, 4.0874], [0.9323, 2.3951, 3.7865], [0.2469, 1.1467, 4.8170], [-1.5191, 2.6296, 4.0585], [-1.7857, 1.0244, 3.4010], [0.8172, -4.2253, 2.2217], [-0.0257, -4.0663, 1.0477], [-1.2079, -4.7281, 0.8088], [-1.6725, -4.2740, -0.3772], [-0.7786, -3.3516, -0.8669], [-1.0261, -2.4928, -2.1446], [-2.3406, -1.6640, -1.9330], [-3.3141, -1.4950, -2.8875], [-4.2261, -0.6144, -2.4059], [-3.8006, -0.2441, -1.1547], [-4.4176, 0.7613, -0.3015], [-2.6481, -0.8826, -0.8924], [-1.7466, -0.6829, 0.5716], [0.2201, -3.2340, 0.0163], [1.6281, -2.2347, -0.0765], [0.2881, -4.8477, 2.9378], [1.0157, -3.2495, 2.6610], [1.7590, -4.7002, 1.9542], [-1.5967, -5.4642, 1.4890], [-2.5629, -4.5366, -0.9203], [-0.1002, -1.7381, -2.2756], [-1.1873, -3.1951, -3.1038], [-3.2633, -1.9991, -3.8360], [-5.1281, -0.2226, -2.8401], [-5.2988, 1.1404, -0.8107], [-3.7091, 1.5709, -0.1386], [-4.7109, 0.3211, 0.6491], [1.5116, -0.3356, -4.4451], [0.8070, 0.2799, -3.4859], [1.3997, 0.4878, -2.3605], [-0.5195, 0.6867, -3.7282], [-1.1907, 1.3438, -2.6840], [-1.6668, 1.8624, -1.7642], [-1.2064, 0.2947, -4.9014], [-1.7639, -0.0236, -5.8596], [1.1025, -0.5391, -5.3417], [2.4049, -0.7279, -4.2063]],
  "atomic_forces_ev_per_a": [[0.0333, -0.0282, 0.0460], [0.0043, -0.0002, -0.0117], [-0.0083, -0.0070, 0.0227], [-0.0047, 0.0082, 0.0029], [-0.0022, 0.0063, -0.0133], [0.0152, -0.0054, 0.0031], [-0.0086, 0.0059, -0.0173], [0.0088, 0.0031, 0.0078], [-0.0105, -0.0062, -0.0062], [-0.0008, 0.0000, -0.0006], [0.0060, -0.0011, -0.0112], [0.0096, -0.0134, 0.0091], [-0.0137, 0.0099, 0.0027], [0.0025, -0.0001, 0.0003], [0.0022, -0.0018, 0.0020], [-0.0035, 0.0084, -0.0024], [0.0028, -0.0024, -0.0127], [-0.0017, 0.0008, 0.0039], [-0.0038, 0.0002, 0.0006], [-0.0011, -0.0012, 0.0004], [-0.0012, 0.0061, -0.0002], [0.0007, 0.0001, -0.0017], [-0.0020, 0.0013, 0.0109], [-0.0024, -0.0016, 0.0003], [0.0024, -0.0012, 0.0011], [-0.0031, 0.0004, 0.0081], [-0.0012, 0.0065, 0.0040], [-0.0036, -0.0032, 0.0012], [-0.0024, 0.0010, -0.0023], [-0.0069, -0.0022, 0.0001], [0.0025, -0.0119, -0.0189], [-0.0094, 0.0084, 0.0242], [0.0110, -0.0019, -0.0127], [-0.0240, -0.0123, 0.0063], [0.0143, -0.0158, -0.0360], [-0.0081, -0.0044, 0.0065], [0.0098, 0.0058, 0.0022], [-0.0119, -0.0065, -0.0082], [0.0065, -0.0011, 0.0064], [-0.0046, 0.0003, -0.0053], [-0.0130, 0.0172, -0.0142], [0.0224, 0.0022, 0.0112], [0.0028, 0.0041, 0.0172], [0.0119, 0.0093, -0.0193], [0.0018, -0.0019, 0.0011], [-0.0018, -0.0004, 0.0031], [0.0013, 0.0028, -0.0005], [0.0017, 0.0026, 0.0026], [0.0016, 0.0017, -0.0036], [-0.0057, 0.0035, 0.0081], [-0.0022, 0.0078, 0.0076], [-0.0008, -0.0010, 0.0012], [-0.0001, 0.0011, 0.0015], [0.0003, 0.0033, 0.0007], [0.0005, 0.0005, 0.0004], [0.0006, -0.0001, 0.0011], [0.0014, 0.0056, -0.0059], [0.0104, 0.0015, 0.0149], [-0.0343, -0.0150, -0.0184], [0.0292, -0.1074, 0.0074], [0.0312, 0.0499, -0.0389], [-0.0013, -0.0177, -0.0047], [-0.1053, 0.1926, 0.0107], [0.0588, -0.1052, -0.0004], [-0.0022, -0.0004, 0.0010], [-0.0015, 0.0001, 0.0040]]
}